C27H51BClN4O13 | ωB97M-V with the def2-TZVPD basis set

XYZ file:
```
97
Properties=species:S:1:pos:R:3:forces:R:3:mulliken_charge:R:1
C 0.24386 -4.18995 0.03437 -0.315 -0.338 0.084 0.01
C 0.76633 -3.58845 -0.85704 1.180 -0.182 0.247 -0.46
N 1.74268 -3.04289 -1.64210 -0.717 -0.302 -0.237 0.00
Cl 2.59417 -3.99403 -2.77847 0.125 -0.045 0.084 0.04
C 2.05883 -1.74997 -1.54427 0.101 1.325 0.246 0.58
N 1.47341 -0.87886 -0.73224 -0.958 0.427 0.849 -0.51
C 2.06339 0.33500 -0.88876 -0.084 -2.445 -0.476 0.02
B 1.70303 1.71118 -0.14844 -0.259 1.014 0.488 0.23
O 2.45173 2.85262 -0.32064 -0.638 -0.591 -0.646 -0.42
O 0.61060 1.74104 0.64352 0.861 -1.112 -0.122 -0.21
N 2.99955 0.12312 -1.79061 1.640 3.158 -0.979 0.65
O 3.88976 1.04215 -2.26489 0.244 -0.678 0.320 -0.41
C 5.07544 0.96024 -1.39508 0.476 0.479 0.875 -0.28
C 6.08659 2.08478 -1.68003 0.408 -1.125 0.585 -0.34
C 6.79862 2.42421 -0.32336 -0.722 0.446 -0.563 -1.10
N 3.03249 -1.12168 -2.24777 -0.976 -2.172 0.344 -0.34
H -0.19866 -4.77398 0.81641 -0.158 0.227 -0.249 0.41
H 2.27056 3.19032 -1.21099 0.572 0.294 0.103 0.33
H 0.37013 0.81852 0.83655 -0.614 0.253 0.125 0.27
H 5.52291 -0.04626 -1.45772 -0.115 0.340 -0.357 0.38
H 4.74444 1.06326 -0.34742 -0.312 0.096 -0.468 0.20
H 6.85880 1.67280 -2.34359 -0.429 0.447 -0.243 0.29
H 5.59324 2.96351 -2.10939 0.182 -0.275 0.011 0.32
H 6.65373 1.63386 0.42631 0.341 0.102 -0.298 0.36
H 6.31113 3.32236 0.07849 0.358 -0.181 0.082 0.29
H 7.86124 2.61891 -0.50103 -0.286 -0.043 0.275 0.33
H 3.64553 -1.56861 -2.92027 0.307 0.727 -0.092 0.31
O 4.13045 -5.78191 -4.63548 -0.309 0.199 -0.067 -0.56
C 3.40047 -6.28493 -5.46150 -0.100 0.261 -0.299 0.94
O 3.85027 -7.31559 -6.17370 0.322 -0.250 0.323 -0.35
C 3.03121 -8.11540 -7.04133 -0.215 -0.047 -0.380 -0.41
C 2.91397 -7.49526 -8.41745 0.046 0.220 0.012 -0.99
C 2.03336 -5.72355 -5.76907 -0.261 -0.289 0.289 -1.04
H 2.05947 -8.31166 -6.58623 0.016 0.106 0.041 0.35
H 3.53485 -9.07737 -7.11961 0.145 0.096 0.173 0.33
H 2.42661 -6.52022 -8.38033 -0.091 -0.059 -0.006 0.28
H 2.33981 -8.14219 -9.08070 0.015 -0.012 0.028 0.36
H 3.90372 -7.34023 -8.84812 -0.006 -0.104 0.007 0.31
H 2.13733 -4.90540 -6.48139 0.013 -0.031 -0.018 0.28
H 1.60062 -5.34207 -4.84867 0.070 0.115 -0.042 0.21
H 1.33289 -6.45818 -6.15691 0.076 0.047 -0.180 0.35
O -5.26350 3.48731 2.13876 0.118 -0.232 -0.168 -0.60
C -4.21044 4.05957 2.07800 -0.071 0.436 0.438 0.71
O -3.12854 3.40622 1.60372 -0.070 -0.434 -0.437 -0.39
C -1.88068 4.03829 1.31169 0.162 0.189 0.261 -0.28
C -1.01726 4.13866 2.55275 -0.022 0.014 0.107 -0.70
C -4.04752 5.46472 2.60314 -0.040 0.300 -0.488 0.18
H -2.03441 5.00470 0.82757 -0.068 0.031 0.107 0.37
H -1.38415 3.40347 0.57894 -0.182 -0.122 0.020 0.09
H -1.48540 4.75669 3.31955 0.013 0.086 -0.080 0.12
H -0.04415 4.56829 2.31079 0.000 -0.027 0.013 0.37
H -0.86525 3.15153 2.99103 0.055 -0.001 -0.076 0.26
H -3.87278 5.42681 3.67839 0.008 -0.014 -0.013 0.02
H -4.96746 6.01310 2.40978 -0.080 -0.123 0.200 -0.43
H -3.24892 6.02554 2.12183 0.137 -0.072 0.162 0.30
O 0.36124 3.17238 6.17966 -0.226 -0.270 0.068 -0.58
C -0.69310 3.49288 6.66310 0.038 0.440 -0.251 0.80
O -1.57833 2.55571 7.03544 0.269 -0.486 0.102 -0.36
C -2.76666 2.83096 7.78546 -0.312 0.161 -0.048 -0.43
C -3.90880 3.24419 6.87985 0.055 0.064 -0.160 -0.83
C -1.07920 4.94655 6.77646 0.092 0.210 0.554 -0.79
H -2.57071 3.56243 8.57103 0.044 0.045 -0.075 0.36
H -3.02267 1.89930 8.28837 0.189 -0.063 -0.079 0.31
H -3.68461 4.16838 6.34548 -0.031 0.048 0.093 0.16
H -4.82172 3.39318 7.45718 0.017 -0.011 -0.002 0.37
H -4.09136 2.47700 6.12628 -0.022 -0.042 0.080 0.30
H -1.50013 5.27869 5.82787 -0.017 -0.007 0.018 0.07
H -0.18137 5.52307 6.99002 0.052 -0.058 -0.232 0.32
H -1.77969 5.15847 7.58073 -0.161 -0.026 -0.148 0.31
O 1.07185 -9.19732 -0.31517 -0.069 0.273 -0.057 -0.56
C 2.23668 -8.96760 -0.48067 0.180 -0.496 -0.055 0.73
O 2.61060 -7.77582 -0.98956 -0.312 0.484 0.053 -0.37
C 3.96443 -7.31811 -1.05393 0.305 -0.172 -0.127 -0.36
C 4.66541 -7.81761 -2.29944 -0.051 -0.319 0.074 -0.80
C 3.28926 -10.01632 -0.21437 0.229 0.160 0.474 -0.92
H 4.50503 -7.57146 -0.14005 -0.043 -0.083 -0.008 0.37
H 3.90620 -6.22960 -1.08650 -0.180 -0.030 0.035 0.22
H 4.73561 -8.90625 -2.31585 0.082 0.011 0.139 0.33
H 5.67354 -7.40688 -2.36169 -0.032 0.029 -0.045 0.38
H 4.11334 -7.52178 -3.18521 0.070 0.095 0.030 0.09
H 3.37488 -10.66400 -1.08608 0.005 0.019 0.000 0.25
H 2.97076 -10.60916 0.64045 -0.162 -0.077 -0.156 0.31
H 4.26664 -9.60953 0.03554 0.043 -0.005 -0.204 0.32
O -6.78184 7.90475 2.70644 0.218 -0.270 -0.120 -0.56
C -7.51223 7.43595 1.87535 -0.364 0.375 -0.129 0.87
O -7.07789 6.43191 1.09181 0.410 -0.178 0.259 -0.35
C -7.91618 5.67857 0.21079 -0.159 -0.024 -0.295 -0.41
C -8.07192 6.36847 -1.12895 0.001 0.203 0.011 -1.02
C -8.88497 8.01396 1.63081 -0.355 -0.341 0.258 -1.17
H -8.87562 5.45738 0.68050 0.005 0.098 0.024 0.35
H -7.41365 4.72237 0.06958 0.129 0.068 0.196 0.33
H -8.55882 7.33914 -1.02834 -0.081 -0.054 -0.003 0.28
H -8.66367 5.75505 -1.80935 0.016 -0.009 0.020 0.37
H -7.09405 6.54792 -1.57791 -0.003 -0.096 0.006 0.31
H -8.79702 8.86810 0.96031 0.008 -0.018 -0.003 0.27
H -9.28861 8.34891 2.58406 0.166 0.163 -0.026 0.33
H -9.59876 7.30169 1.22346 0.064 0.058 -0.184 0.34
```
Forces are in eV/Å.

As for the multiplicity: 1. The calculation puts the HOMO energy at -11.33 eV. As for the net charge: +1. The LUMO energy comes out at -3.6552 eV.